Entry 1:
{
  "formula": "C23H25NO3SiTa",
  "method": "the ωB97M-V functional and the def2-TZVPD basis",
  "symbols": ["Ta", "C", "C", "O", "C", "C", "C", "C", "C", "C", "O", "H", "H", "H", "H", "H", "H", "H", "C", "Si", "C", "C", "N", "C", "C", "C", "C", "C", "C", "O", "C", "C", "C", "C", "C", "C", "H", "H", "H", "H", "H", "H", "H", "H", "H", "H", "H", "H", "H", "H", "H", "H", "H", "H"],
  "xyz": [[0.448908, 0.804057, -0.083026], [-2.666689, 2.624498, -1.915508], [-1.404217, 2.017473, -1.568412], [-1.237272, 0.723899, -1.249642], [-0.379506, 3.046118, -1.654657], [-0.759686, 4.422428, -1.888746], [0.241127, 5.305716, -2.173832], [1.614743, 5.060521, -2.025348], [1.973959, 3.868848, -1.500717], [1.003495, 2.905917, -1.380746], [1.794977, 1.908775, -0.590539], [-3.414487, 1.886684, -2.199795], [-2.441176, 3.310504, -2.743027], [-3.103910, 3.289153, -1.112759], [-1.765844, 4.776970, -1.801074], [-0.121685, 6.270978, -2.533704], [2.297287, 5.836465, -2.353290], [2.948252, 3.607931, -1.076615], [1.719451, 1.470087, 3.596169], [0.198117, 1.282087, 2.554490], [0.372223, 2.868228, 1.494842], [-1.663738, 1.041201, 2.776482], [0.625651, -0.298569, 1.475717], [0.216763, -1.640035, 1.753711], [0.090178, -2.124512, 3.100342], [-0.452765, -3.400052, 3.402134], [-0.843403, -4.257625, 2.349260], [-0.615187, -3.861829, 1.049440], [-0.121952, -2.608624, 0.715856], [-0.078142, -2.339318, -0.675597], [0.216200, -3.397374, -1.611900], [1.433612, -4.043546, -1.486974], [1.783848, -5.065084, -2.370473], [0.915732, -5.487184, -3.362568], [-0.283933, -4.796209, -3.534733], [-0.622475, -3.704307, -2.720831], [1.344114, 1.855569, 4.552826], [2.381866, 2.257293, 3.140553], [2.297667, 0.548657, 3.755492], [0.188288, 3.554358, 2.367745], [-0.453851, 3.183629, 0.835717], [1.381496, 3.152137, 1.160092], [-2.098076, 2.009772, 3.080510], [-1.968852, 0.355618, 3.586088], [-2.188139, 0.711931, 1.861607], [0.347038, -1.479028, 3.924026], [-0.600351, -3.710109, 4.451417], [-1.261431, -5.239110, 2.567302], [-0.806272, -4.562048, 0.262025], [2.145714, -3.691092, -0.732725], [2.735239, -5.595241, -2.255561], [1.162109, -6.331214, -4.013170], [-0.980987, -5.156482, -4.297410], [-1.544033, -3.168904, -2.900463]],
  "forces_ev_per_angstrom": [[-2.7, -2.8, 1.3], [-2.2, -0.4, -0.3], [0.4, -0.1, 0.0], [0.9, 2.8, -0.1], [0.6, -0.8, 1.1], [1.7, -0.9, 0.1], [-0.8, 1.4, -0.4], [-0.9, 1.4, -1.2], [0.4, -0.3, 0.4], [3.1, 0.0, 1.0], [-0.8, -0.7, -1.7], [-0.1, 0.0, 0.1], [-0.7, -0.7, 0.0], [0.5, -0.9, -0.5], [-0.2, 0.0, -0.4], [0.5, 0.0, 0.3], [0.2, -0.1, 0.3], [-0.2, 0.4, -0.7], [-0.2, 0.6, 0.2], [0.3, -1.8, 1.2], [-0.3, 0.4, -0.7], [0.1, 0.4, 0.8], [-0.2, 0.4, -1.7], [-0.5, -0.9, 0.0], [-0.8, -1.0, -0.5], [0.3, 1.0, -0.3], [0.6, 0.6, 0.9], [0.2, 0.0, 0.4], [-0.3, 0.1, -1.0], [0.3, 1.6, 1.1], [0.1, -0.3, -1.2], [0.5, 0.2, 0.2], [0.5, -0.4, 0.3], [-0.3, 0.2, 0.0], [-0.2, 0.1, 0.1], [0.3, -0.1, 1.2], [0.5, 0.0, 0.2], [-0.6, -0.8, 0.5], [-0.3, 0.3, 0.0], [-0.1, -0.9, -0.1], [0.4, 0.2, 0.0], [-0.7, 0.1, 0.1], [0.1, -0.2, -0.2], [0.4, 0.0, -0.4], [0.4, 0.1, 0.2], [0.2, 0.2, 0.1], [0.2, 0.3, -0.7], [0.0, 0.3, -0.1], [-0.2, -0.1, -0.4], [-0.3, -0.3, -0.1], [-0.3, 0.4, 0.1], [-0.1, 0.4, 0.3], [0.2, 0.5, 0.2], [-0.1, 0.0, 0.1]],
  "charge": 3,
  "homo_energy_ev": [-16.23, -16.23],
  "homo_lumo_gap_ev": [4.061, 4.070],
  "e_lumo_ev": [-12.2, -12.2]
}

---

Entry 2:
{
  "formula": "C23H26AsF6InN4O3S",
  "method": "the ωB97M-V functional and the def2-TZVPD basis",
  "symbols": ["In", "C", "C", "O", "C", "C", "C", "N", "N", "C", "O", "C", "C", "C", "C", "C", "C", "H", "H", "H", "H", "H", "H", "H", "H", "H", "H", "H", "H", "N", "C", "C", "C", "C", "C", "C", "C", "C", "N", "C", "H", "H", "H", "H", "H", "H", "H", "H", "C", "S", "C", "O", "H", "H", "H", "H", "H", "H", "F", "As", "F", "F", "F", "F", "F"],
  "xyz": [[0.504322, -0.140796, 0.307228], [4.526160, 0.551965, 2.071583], [3.102140, 0.744590, 1.744349], [2.574442, -0.090200, 1.024979], [2.415396, 1.795753, 2.381118], [1.110105, 1.948721, 2.541373], [0.632773, 3.082579, 3.446434], [0.196938, 0.980038, 2.116010], [-0.946644, 0.969883, 2.670863], [-1.803146, -0.018640, 2.111239], [-1.303099, -0.786221, 1.222980], [-3.144408, -0.204560, 2.639065], [-3.749988, 0.555445, 3.659899], [-5.059285, 0.419398, 3.981882], [-5.836212, -0.420454, 3.227282], [-5.329794, -1.164219, 2.186966], [-3.950464, -1.073205, 1.881452], [4.688458, 0.370776, 3.176197], [5.122562, 1.442839, 1.827823], [4.990452, -0.322660, 1.558115], [3.009183, 2.638886, 2.755425], [1.429368, 3.772565, 3.719581], [0.184393, 2.797958, 4.370965], [-0.125686, 3.616088, 2.884200], [-3.097641, 1.245686, 4.191968], [-5.484612, 0.873063, 4.837494], [-6.833677, -0.632736, 3.626621], [-5.861864, -1.951736, 1.733113], [-3.553801, -1.834323, 1.240704], [1.225050, -2.351066, 0.078485], [0.681000, -2.999601, -1.059542], [0.940076, -4.309245, -1.295815], [0.289012, -4.956378, -2.331412], [-0.491717, -4.343909, -3.251212], [-0.847660, -2.951791, -3.061210], [-1.645058, -2.173446, -3.859441], [-1.936953, -0.860337, -3.551065], [-1.349371, -0.389232, -2.375292], [-0.526315, -1.019954, -1.602604], [-0.227069, -2.284680, -1.933541], [2.207737, -2.108433, -0.084555], [1.151672, -2.969402, 0.856999], [1.616673, -4.909747, -0.672837], [0.489102, -6.045901, -2.438210], [-0.891928, -4.900536, -4.076887], [-2.021302, -2.605835, -4.738707], [-2.473715, -0.185305, -4.153923], [-1.708261, 0.530454, -2.010494], [-1.027989, 3.621043, -2.139251], [0.244381, 2.357447, -1.922559], [1.697804, 3.462867, -1.559298], [0.032780, 1.760113, -0.539993], [-0.620818, 4.131109, -3.044640], [-1.084471, 4.344307, -1.351498], [-1.976918, 3.088690, -2.286596], [2.133486, 3.824900, -2.497041], [2.481373, 2.774879, -1.093171], [1.375656, 4.241519, -0.921937], [1.981096, 0.298495, -1.530934], [3.470246, -0.114731, -2.351756], [3.561912, -1.415284, -1.131553], [4.348601, 1.000376, -1.321695], [4.901395, -0.594802, -3.133364], [2.457701, -1.231114, -3.263039], [3.136409, 1.118019, -3.487294]],
  "forces_ev_per_angstrom": [[0.3, -1.1, -1.1], [2.0, -0.7, 0.8], [1.2, -0.3, 0.8], [-1.2, -1.2, -1.0], [1.6, 1.9, -0.3], [-2.4, -0.2, 2.1], [0.1, 0.2, -1.3], [2.0, 0.9, -0.1], [-3.1, -0.5, 0.4], [2.8, 0.3, 0.7], [-1.5, 0.2, 0.5], [-1.0, 0.1, -1.3], [2.3, 0.6, -0.2], [0.0, -0.2, -0.3], [-1.5, -1.0, 0.5], [2.3, 0.3, 0.2], [-1.5, -0.2, 1.4], [-0.4, 0.4, -1.0], [-0.2, -0.1, 0.0], [-0.7, 0.7, 0.1], [0.0, -0.7, 0.0], [0.2, -0.1, -0.4], [-0.4, -0.8, 0.5], [-0.3, 0.3, 0.0], [-0.2, -0.1, 0.1], [-0.2, 0.6, 0.6], [0.1, 0.2, -0.6], [-0.9, -0.5, -0.6], [0.4, 0.2, -0.6], [0.2, 1.5, -0.3], [-0.7, -0.1, -1.0], [0.2, 0.1, 0.9], [0.3, -2.2, -1.2], [-0.8, 1.4, 0.3], [2.4, -0.7, 2.1], [-0.7, 1.2, -0.6], [1.6, -1.5, 1.0], [-1.3, 0.6, -0.6], [0.5, -0.5, 0.5], [0.4, -1.6, 0.2], [0.1, -0.2, 0.0], [0.1, -0.2, 0.8], [-0.3, 0.5, -0.1], [-0.2, 0.9, -0.1], [-0.2, -0.1, -0.2], [-0.6, -0.5, -1.1], [-0.8, 0.4, -0.6], [-0.1, 1.3, 0.4], [0.8, -0.5, -1.0], [1.4, 1.4, 0.1], [0.8, -2.3, -1.0], [-0.8, 0.1, 0.6], [-0.8, -0.3, 0.3], [0.0, 0.2, 0.7], [0.3, 0.4, -0.2], [-0.3, 0.0, 0.1], [-1.2, 0.9, -0.5], [-0.3, 0.8, 0.8], [-0.9, 0.7, 0.7], [0.6, -1.7, -0.3], [0.6, 0.5, -0.4], [-0.6, -0.5, -0.2], [-0.1, -0.1, 0.1], [0.5, 0.4, 0.0], [0.0, 0.4, 0.0]],
  "charge": 1,
  "homo_energy_ev": [-10.56, -11.79],
  "homo_lumo_gap_ev": [7.544, 7.319],
  "relative_energy_kcal_mol": 0.0,
  "e_lumo_ev": [-3.0, -4.5],
  "multiplicity": 2
}

---

Record-wise max |F| values, in eV Å⁻¹: 4.13, 3.24
Record-wise DFT total energy values, in a.u.: -1517.24751, -4760.00636